DFT (ωB97M-V/def2-TZVPD) results for C32H61Cl4F3FeN6O13S3 as an isolated structure in a non-equilibrium geometry.

Last column: Löwdin spin population.
Geometry (Å):
Fe 3.655 0.494 -1.115  4.262
C -0.352 -3.777 3.750  0.000
O 0.138 -4.572 2.707  0.000
C 1.550 -4.728 2.754  0.000
C 1.946 -5.271 1.414  0.000
N 1.442 -4.358 0.357  0.000
H 0.561 -3.930 0.681  0.000
H 2.137 -3.582 0.353  0.000
C 1.223 -4.950 -0.985  0.000
C 0.044 -4.263 -1.614  0.000
O -1.004 -4.405 -0.677  0.000
C -2.264 -4.048 -1.190  0.000
H -1.438 -3.877 3.780  0.000
H -0.125 -2.712 3.611  0.000
H 0.036 -4.059 4.738  0.000
H 1.758 -5.467 3.537  0.000
H 2.047 -3.785 3.001  0.000
H 1.547 -6.274 1.285  0.000
H 3.028 -5.274 1.276  0.000
H 1.039 -6.015 -0.872  0.000
H 2.139 -4.795 -1.554  0.000
H -0.255 -4.803 -2.525  0.000
H 0.242 -3.222 -1.883  0.000
H -2.513 -4.631 -2.084  0.000
H -2.189 -2.990 -1.466  0.000
H -3.016 -4.175 -0.418  0.000
S 4.406 -1.940 -0.274  0.009
O 3.735 -1.507 -1.562  0.098
O 4.564 -0.552 0.325  0.100
O 3.542 -2.742 0.614  0.007
O 5.648 -2.600 -0.550  0.014
S 4.473 1.626 -3.380  0.009
O 5.011 2.950 -3.480  0.017
O 4.411 0.856 -4.589  0.016
O 5.175 0.864 -2.237  0.181
O 3.100 1.590 -2.686  0.145
C -0.781 -0.240 -1.488  0.002
F -0.460 -1.012 -2.523  0.000
F -0.798 1.030 -1.920  0.000
F -2.003 -0.548 -1.042  0.001
S 0.434 -0.330 -0.133  0.006
O 0.498 -1.699 0.317  0.002
O 1.641 0.170 -0.761  0.043
O -0.136 0.555 0.829  0.003
C -4.930 3.507 0.576  0.000
C -5.169 3.029 -0.859  0.000
N -4.478 3.854 -1.824  0.000
C -4.963 3.789 -3.186  0.000
C -6.454 3.955 -3.371  0.000
C -3.040 3.731 -1.741  0.000
C -2.253 4.877 -2.371  0.000
H -4.171 2.886 1.057  0.000
H -5.793 3.457 1.246  0.000
H -4.584 4.540 0.616  0.000
H -4.879 1.960 -0.916  0.000
H -6.232 3.010 -1.085  0.000
H -4.460 4.600 -3.715  0.000
H -4.598 2.875 -3.701  0.000
H -6.796 4.948 -3.071  0.000
H -6.683 3.866 -4.437  0.000
H -7.068 3.224 -2.850  0.000
H -2.729 2.803 -2.271  0.000
H -2.737 3.584 -0.708  0.000
H -2.394 5.796 -1.801  0.000
H -2.496 5.005 -3.425  0.000
H -1.183 4.651 -2.390  0.000
C 3.408 2.868 2.692  0.003
C 3.182 1.903 1.526  0.003
N 3.728 2.274 0.213  0.070
C 2.958 3.469 -0.313  0.004
C 1.482 3.272 -0.625  0.000
C 5.137 2.754 0.269  0.003
C 6.177 1.783 0.814  -0.001
H 4.468 3.104 2.772  0.000
H 3.009 2.457 3.616  0.000
H 2.841 3.790 2.514  0.000
H 3.631 0.951 1.825  0.000
H 2.128 1.633 1.453  0.000
H 3.060 4.251 0.446  0.002
H 3.486 3.753 -1.223  0.000
H 1.320 2.456 -1.313  0.000
H 0.941 3.018 0.296  0.000
H 1.068 4.214 -0.984  0.000
H 5.217 3.761 0.697  0.002
H 5.406 2.943 -0.776  0.000
H 5.764 1.118 1.574  0.000
H 6.992 2.359 1.253  0.000
H 6.559 1.134 0.029  0.000
C -1.115 3.293 3.160  0.000
Cl -2.716 3.362 3.902  0.000
Cl -1.283 3.511 1.414  0.000
Cl -0.042 4.550 3.788  0.000
Cl -0.405 1.717 3.450  0.000
N -2.934 -0.414 2.454  0.000
C -3.876 -0.205 1.478  0.000
C -5.059 0.095 2.084  0.000
C -4.806 0.149 3.491  0.000
C -3.511 -0.235 3.677  0.000
H -2.046 -0.859 2.299  0.000
H -3.638 -0.360 0.440  0.000
H -5.988 0.300 1.578  0.000
H -5.570 0.227 4.247  0.000
H -2.996 -0.543 4.571  0.000
N -2.858 -4.439 -4.922  0.000
C -1.640 -4.841 -5.393  0.000
C -0.815 -3.754 -5.375  0.000
C -1.594 -2.631 -5.003  0.000
C -2.833 -3.097 -4.662  0.000
H -3.672 -5.018 -4.833  0.000
H -1.524 -5.857 -5.726  0.000
H 0.197 -3.784 -5.747  0.000
H -1.292 -1.610 -4.842  0.000
H -3.708 -2.630 -4.242  0.000
N 3.006 -1.370 3.071  0.000
C 1.830 -0.728 3.332  0.000
C 1.954 -0.073 4.531  0.000
C 3.266 -0.337 5.024  0.000
C 3.882 -1.125 4.091  0.000
H 3.241 -1.793 2.171  0.000
H 1.026 -0.728 2.614  0.000
H 1.170 0.490 5.014  0.000
H 3.763 0.055 5.895  0.000
H 4.878 -1.532 4.121  0.000

Output
multiplicity	6
net charge	-1
energy	-7161.35794	a.u.
highest occupied orbital energy (alpha / beta)	-6.22 / -6.22	eV
orbital gap (alpha / beta)	8.2 / 8.2	eV
LUMO level (alpha / beta)	1.95 / 1.95	eV

***

DFT (ωB97M-V/def2-TZVPD) results for a 3-piece molecular cluster, C3H11NO4 overall in a non-equilibrium geometry.

Last column: Löwdin charge in e.
Geometry (Å):
C 0.351 -2.443 0.818  -0.056
C -0.523 -1.341 0.256  -0.362
N -1.779 -1.259 0.975  0.040
C 0.145 0.028 0.305  -0.501
O -0.516 1.047 0.413  0.053
O 1.450 0.009 0.260  0.092
H -0.113 -3.398 0.541  0.086
H 1.362 -2.387 0.433  0.071
H 0.514 -2.376 1.893  0.087
H -0.758 -1.487 -0.790  0.139
H -1.873 -1.949 1.698  0.063
H -2.095 -0.330 1.222  0.067
H 1.902 0.870 -0.053  0.064
O 1.921 2.230 -0.588  0.002
H 0.994 2.491 -0.719  0.038
H 2.174 2.441 -1.502  0.101
O -0.795 2.621 -2.041  -0.055
H -1.685 2.258 -1.969  0.051
H -0.677 2.976 -1.152  0.021

Output
structure (SMILES)	C[C@@H](N)C(=O)O.O.O
net charge	0
energy relative to the best compared isomer or geometry (same formula, charge and spin)	127.6	kJ/mol
energy	-476.62904	a.u.
highest occupied orbital energy	-8.89	eV
orbital gap	9.4	eV
LUMO level	0.48	eV

***

DFT (ωB97M-V/def2-TZVPD) results for C17H24BeIO7PS as an isolated structure in a non-equilibrium geometry.

Last column: Löwdin charge in e.
Geometry (Å):
O 1.439 -0.303 3.679  0.186
C 2.007 -0.133 2.635  -0.272
C 2.967 1.008 2.518  0.082
C 3.394 1.378 1.307  -0.229
P 4.618 2.785 1.047  0.891
O 5.190 2.677 -0.473  -0.250
O 3.620 4.083 0.983  -0.244
C 2.863 0.631 0.163  -0.388
O 2.856 1.081 -1.004  -0.159
C 2.236 -0.668 0.266  -0.533
I 2.102 -1.704 -1.537  1.245
C 1.775 -1.049 1.461  -0.141
C 1.018 -2.315 1.680  -0.092
C -0.313 -2.219 0.880  -0.121
C -0.830 -0.798 0.752  -0.218
C -1.065 0.021 1.839  -0.002
C -1.534 1.334 1.719  -0.018
C -1.817 1.848 0.468  -0.065
C -1.631 1.044 -0.644  -0.062
C -1.124 -0.264 -0.513  -0.045
H 3.291 1.531 3.410  0.148
H 5.238 1.774 -0.805  0.057
H 2.719 3.815 1.199  0.052
H 0.778 -2.398 2.735  0.098
H 1.590 -3.203 1.415  0.143
H -0.239 -2.653 -0.112  0.072
H -1.102 -2.777 1.385  0.142
H -0.872 -0.381 2.825  0.112
H -1.678 1.938 2.603  0.124
H -2.187 2.860 0.400  0.120
H -1.886 1.430 -1.622  0.101
H -0.983 -0.835 -1.422  0.047
Be 1.508 1.486 -2.279  1.015
C -1.494 -2.257 5.753  -0.125
O -0.577 -2.573 4.698  -0.143
H -2.043 -3.160 6.001  0.086
H -0.954 -1.912 6.636  0.085
H -2.199 -1.487 5.431  0.076
H -0.095 -1.767 4.493  0.014
C -3.742 -0.488 -4.826  -0.247
S -2.831 -1.978 -4.426  0.879
O -2.047 -1.697 -3.181  -0.555
C -1.685 -1.915 -5.801  -0.253
H -4.493 -0.331 -4.055  0.060
H -3.059 0.361 -4.855  0.058
H -4.232 -0.616 -5.791  0.068
H -1.129 -0.977 -5.770  0.056
H -2.240 -1.998 -6.735  0.068
H -0.999 -2.755 -5.712  0.057
O -0.428 4.875 -2.877  -0.040
H 0.032 4.852 -3.725  0.042
H 0.270 4.797 -2.217  0.016

Output
net charge	+2
energy	-2240.05556	a.u.
highest occupied orbital energy	-14.15	eV
orbital gap	2.9	eV
LUMO level	-11.26	eV

***

DFT (ωB97M-V/def2-TZVPD) results for C16H12BrCuN3O7 as an isolated structure in a non-equilibrium geometry.

Last column: Löwdin spin population.
Geometry (Å):
C -1.787 -0.813 -0.829  0.122
C -1.710 -1.306 0.520  0.005
C -1.731 -0.183 1.393  0.092
H -1.667 -2.352 0.806  -0.001
C -1.795 1.004 0.609  0.038
C -1.849 0.623 -0.763  0.052
H -1.930 1.296 -1.612  0.001
H -1.834 -1.423 -1.724  0.002
H -1.838 -0.224 2.473  0.005
H -1.879 2.017 0.998  0.001
Cu 0.296 -0.223 -0.195  0.435
Br 1.120 -0.892 -2.164  0.190
C 2.732 0.691 -4.768  0.009
C 1.633 1.485 -5.212  0.005
C 0.636 0.603 -5.738  0.008
H 1.572 2.570 -5.170  0.000
C 1.122 -0.732 -5.620  0.006
C 2.420 -0.681 -5.021  0.027
H 3.051 -1.535 -4.790  0.000
H 3.649 1.056 -4.310  0.000
H -0.319 0.899 -6.170  0.000
H 0.602 -1.638 -5.925  0.000
O 0.978 -0.603 7.666  0.000
N 1.188 0.278 6.807  0.000
O 1.473 1.456 7.097  0.000
C 1.104 -0.097 5.414  0.000
C 0.785 -1.422 5.085  0.000
C 0.705 -1.799 3.756  0.001
C 0.986 -0.866 2.674  0.001
O 1.039 -1.252 1.473  0.007
C 1.150 0.524 3.074  0.001
C 1.301 0.872 4.416  0.000
N 1.220 1.574 2.102  -0.006
O 1.644 2.680 2.488  -0.014
O 0.845 1.426 0.887  0.015
N 0.248 -3.142 3.435  0.000
O 0.091 -3.934 4.395  0.000
O 0.004 -3.460 2.258  0.000
H 0.584 -2.161 5.857  0.000
H 1.525 1.902 4.671  0.000

Output
multiplicity	2
net charge	-2
energy relative to the best compared isomer or geometry (same formula, charge and spin)	0.0	kJ/mol
energy	-5522.04307	a.u.
highest occupied orbital energy (alpha / beta)	-0.32 / -0.21	eV
orbital gap (alpha / beta)	3.2 / 3.0	eV
LUMO level (alpha / beta)	2.86 / 2.83	eV

***

DFT (ωB97M-V/def2-TZVPD) results for one molecule with the formula C2HBrCl3NO2 in a non-equilibrium geometry.

Last column: Löwdin charge in e.
Geometry (Å):
O 1.988 -0.110 1.231  0.069
N 0.818 0.185 1.162  -0.483
O 0.005 0.349 2.051  0.043
C 0.428 0.317 -0.294  -0.754
Br 0.058 2.170 -0.830  0.707
C -0.829 -0.534 -0.603  -1.535
Cl -0.631 -2.077 0.240  0.648
Cl -2.329 0.202 0.226  0.521
Cl -1.080 -0.578 -2.379  0.588
H 1.571 0.076 -0.802  0.197

Output
structure (SMILES)	O=[N+]([O-])[C@H](Br)C(Cl)(Cl)Cl
net charge	0
energy relative to the best compared isomer or geometry (same formula, charge and spin)	50.7	kJ/mol
energy	-4236.49163	a.u.
highest occupied orbital energy	-10.97	eV
orbital gap	10.2	eV
LUMO level	-0.81	eV

***

DFT (ωB97M-V/def2-TZVPD) results for a 4-piece molecular cluster, C21H36B3BrN6O4 overall in a non-equilibrium geometry.

Last column: Löwdin charge in e.
Geometry (Å):
H 0.960 -1.123 2.942  0.048
N 0.365 -1.459 2.189  0.144
C 0.980 -1.430 1.085  -0.578
N 2.309 -0.987 0.952  0.128
N 0.429 -1.923 -0.122  0.021
C -0.655 -1.117 -0.761  -0.189
C -0.956 0.238 -0.174  -0.193
C 0.105 1.312 -0.452  -0.175
C 0.423 2.137 0.803  -0.057
B -0.778 3.002 1.329  -0.541
O -1.615 3.716 0.500  0.249
B -2.695 4.288 1.121  -1.048
Br -3.503 5.814 0.213  0.781
O -3.181 3.882 2.308  0.250
B -2.357 3.005 3.009  -0.527
C -2.989 2.060 4.067  -0.050
C -3.527 0.768 3.421  -0.172
C -4.875 0.958 2.710  -0.166
C -4.797 0.733 1.223  -0.244
O -4.086 1.812 0.615  -0.056
O -1.015 3.037 2.694  0.311
H 2.449 -0.065 1.349  0.071
H 2.563 -0.965 -0.029  0.080
H 0.039 -2.827 0.117  0.111
H -0.435 -1.018 -1.818  0.100
H -1.573 -1.697 -0.707  0.109
H -1.856 0.577 -0.681  0.101
H -1.217 0.196 0.874  0.094
H 1.021 0.806 -0.742  0.097
H -0.179 1.931 -1.294  0.120
H 0.636 1.435 1.603  0.084
H 1.277 2.781 0.598  0.109
H -3.819 2.558 4.561  0.114
H -2.301 1.785 4.859  0.110
H -3.635 0.006 4.182  0.108
H -2.779 0.382 2.730  0.103
H -5.178 1.990 2.845  0.118
H -5.628 0.285 3.104  0.115
H -5.811 0.715 0.824  0.115
H -4.327 -0.219 0.981  0.120
H -3.601 1.482 -0.156  0.082
C -0.068 -2.224 -5.369  -0.106
C -1.048 -1.604 -6.190  -0.112
C -2.259 -1.759 -5.570  -0.145
N -2.047 -2.448 -4.406  0.000
C -0.714 -2.732 -4.275  -0.154
H 0.990 -2.290 -5.558  0.091
H -0.883 -1.104 -7.130  0.089
H -3.247 -1.440 -5.854  0.103
H -2.761 -2.706 -3.750  0.139
H -0.341 -3.270 -3.420  0.098
C 2.507 -5.057 -3.333  -0.120
C 3.038 -3.962 -2.598  -0.114
C 4.279 -3.694 -3.110  -0.142
N 4.517 -4.585 -4.122  0.000
C 3.441 -5.417 -4.267  -0.142
H 1.547 -5.525 -3.192  0.087
H 2.562 -3.433 -1.789  0.073
H 5.010 -2.951 -2.843  0.104
H 5.353 -4.622 -4.674  0.142
H 3.432 -6.188 -5.018  0.105
C 5.289 2.673 3.926  -0.111
C 5.018 3.585 2.871  -0.109
C 3.707 3.419 2.514  -0.145
N 3.178 2.440 3.312  0.005
C 4.134 1.982 4.176  -0.141
H 6.225 2.540 4.442  0.090
H 5.706 4.284 2.426  0.090
H 3.109 3.911 1.767  0.098
H 2.230 2.109 3.269  0.126
H 3.912 1.209 4.891  0.105

Output
structure (SMILES)	[H]/N=C(\N)NCCCCB1OB(Br)OB(CCCCO)O1.c1cc[nH]c1.c1cc[nH]c1.c1cc[nH]c1
net charge	0
energy relative to the best compared isomer or geometry (same formula, charge and spin)	59.3	kJ/mol
energy	-4100.16405	a.u.
highest occupied orbital energy	-8.33	eV
orbital gap	8.6	eV
LUMO level	0.29	eV

***

DFT (ωB97M-V/def2-TZVPD) results for C8H13AgN8O as an isolated structure.

Last column: Löwdin charge in e.
Geometry (Å):
Ag 1.195 1.668 0.595  0.729
C -2.441 -0.758 0.939  -0.066
N -1.667 -0.791 -0.297  -0.157
C -1.027 -2.050 -0.649  -0.048
C -1.079 0.350 -0.775  -0.496
N 0.041 0.474 -1.381  0.123
N -1.889 1.487 -0.579  0.123
C -1.483 2.800 -0.471  -0.515
N -2.518 3.676 -0.747  0.136
N -0.321 3.142 -0.060  0.050
H -3.520 -0.693 0.767  0.081
H -2.128 0.070 1.574  0.074
H -2.250 -1.677 1.491  0.089
H -1.697 -2.868 -0.393  0.092
H -0.076 -2.199 -0.128  0.071
H -0.853 -2.089 -1.724  0.096
H 0.551 -0.405 -1.332  0.037
H -2.878 1.326 -0.500  0.138
H -3.079 3.444 -1.553  0.102
H -2.262 4.650 -0.713  0.098
H -0.196 4.146 -0.063  0.058
N 4.304 -1.363 -0.376  0.170
C 3.299 -0.681 0.225  -0.547
O 3.198 0.548 0.044  -0.089
C 2.365 -1.442 1.019  -0.236
C 1.370 -0.725 1.706  -0.269
N 0.602 -0.038 2.248  0.102
C 2.436 -2.851 1.095  -0.269
N 2.536 -4.003 1.088  0.122
H 4.484 -2.330 -0.173  0.094
H 4.983 -0.819 -0.877  0.109

Output
net charge	0
energy	-972.93826	a.u.
highest occupied orbital energy	-7.80	eV
orbital gap	8.0	eV
LUMO level	0.21	eV

***

DFT (ωB97M-V/def2-TZVPD) results for a 2-piece molecular cluster, C6H12N2O3 overall in a non-equilibrium geometry.

Last column: Löwdin charge in e.
Geometry (Å):
C 2.431 -1.599 -1.353  -0.027
C 0.971 -1.648 -1.724  -0.387
O 0.283 -2.781 -1.263  -0.040
C 0.288 -0.668 -2.224  0.018
C -0.317 0.245 -2.863  -0.442
O -0.839 1.459 -2.286  0.006
O -0.347 0.339 -4.169  0.094
H 2.628 -1.917 -0.248  0.113
H 2.786 -0.577 -1.470  0.079
H 3.046 -2.287 -1.936  0.075
H -0.744 -2.501 -1.196  0.175
H -0.783 1.399 -1.308  0.015
H -0.547 1.338 -4.257  0.168
H -1.160 2.883 0.819  0.013
N -0.936 2.059 0.369  0.101
C -0.854 1.030 1.221  -0.428
C -1.256 1.232 2.698  -0.027
N -0.706 -0.283 0.797  0.122
H -2.160 0.825 3.055  0.060
H -1.347 2.336 2.892  0.092
H -0.490 0.867 3.304  0.046
H -0.405 -0.430 -0.154  0.030
H -0.320 -1.048 1.434  0.144

Output
structure (SMILES)	CC(O)=C=C(O)O.[H]/N=C(\C)N
net charge	0
energy relative to the best compared isomer or geometry (same formula, charge and spin)	371.2	kJ/mol
energy	-570.96144	a.u.
highest occupied orbital energy	-8.55	eV
orbital gap	9.1	eV
LUMO level	0.56	eV